Below is a structure of composition C46H47N5OPPtSTe, with properties calculated with ωB97M-V with the def2-TZVPD basis set.

ORCA input file:
```
! wB97M-V def2-TZVPD RIJCOSX def2/J DEFGRID3
* xyz 0 2
Pt 0.934 -1.407 -0.886
Te -1.876 0.648 0.070
S -1.206 -2.171 -2.046
P 3.129 -1.839 0.062
O 2.745 -0.777 1.485
N 0.813 -0.043 0.530
N -3.587 -2.628 -0.898
N -4.216 -3.071 0.231
N -0.768 -3.343 0.960
N -2.027 -3.157 0.422
C 0.314 2.477 3.949
C -0.069 6.055 -2.934
C 4.336 -0.643 -2.175
C 5.541 -4.378 3.080
C 1.450 3.180 4.324
C -0.121 3.548 -2.745
C -4.578 1.205 -1.339
C 4.828 0.415 -0.086
C -1.193 2.412 -0.916
C -6.733 1.578 -0.278
C 1.513 -3.734 -2.935
C -5.948 1.435 -1.414
C 5.557 1.393 -0.748
C -3.812 1.061 -2.625
C 3.487 -3.856 1.951
C 1.638 1.102 2.479
C -3.956 1.120 -0.080
C -0.102 1.079 -2.831
C -6.108 1.486 0.953
C 6.153 -3.314 2.439
C 3.040 -3.158 -1.188
C 2.683 2.826 3.796
C 4.093 -2.780 1.307
C 1.703 0.054 1.417
C 4.201 -4.648 2.834
C 1.846 -2.899 -1.859
C 2.334 -4.805 -3.252
C 5.672 1.359 -2.129
C 5.434 -2.515 1.556
C -1.502 3.650 -0.344
C -4.196 1.196 2.482
C 5.068 0.328 -2.837
C -3.248 -3.388 1.026
C -3.390 -3.930 2.396
C 0.407 1.445 3.029
C -0.452 4.792 -2.215
C -2.210 3.837 0.972
C 2.779 1.784 2.886
C -0.478 2.357 -2.127
C -1.139 4.818 -1.019
C 3.831 -4.272 -1.453
C -4.739 1.259 1.075
C 4.188 -0.601 -0.789
C -2.250 -2.658 -0.830
C -8.214 1.821 -0.380
C 3.479 -5.097 -2.507
H -1.644 4.531 1.596
H -3.189 0.163 -2.617
H 2.445 -4.085 1.756
H -4.116 -2.253 -1.667
H -6.415 1.497 -2.392
H -3.143 1.909 -2.783
H 6.030 2.183 -0.179
H -8.777 1.073 0.181
H -0.476 0.903 2.721
H 3.868 -1.434 -2.744
H -4.821 0.550 3.101
H 0.546 1.287 -3.681
H -2.962 -3.249 3.134
H 5.932 -1.697 1.053
H 4.723 -4.470 -0.868
H -2.884 -4.892 2.489
H -6.701 1.593 1.857
H -0.670 -2.867 1.846
H -8.549 1.787 -1.416
H -0.650 2.736 4.369
H 3.717 -5.483 3.324
H -0.987 0.545 -3.182
H 3.744 1.500 2.492
H 6.107 -4.999 3.762
H -0.351 6.938 -2.361
H 7.198 -3.098 2.620
H 3.575 3.362 4.093
H 4.757 0.442 0.991
H 5.169 0.276 -3.913
H -1.399 5.774 -0.575
H -4.208 2.189 2.940
H -0.560 6.115 -3.907
H -3.173 0.829 2.530
H -4.494 1.005 -3.474
H 4.086 -5.958 -2.758
H 2.068 -5.444 -4.086
H 6.231 2.125 -2.650
H 1.376 3.998 5.030
H -8.482 2.799 0.025
H 0.615 -3.569 -3.514
H -3.207 4.258 0.819
H -4.447 -4.061 2.612
H -0.526 -4.324 1.002
H 0.449 0.401 -2.164
H 1.007 6.096 -3.111
H -2.323 2.909 1.525
H 0.432 3.500 -3.677
*
```

Computed properties:
Kohn-Sham gap (spin up / spin down) in eV: 6.89 / 6.25
Total energy in eV: -88625.0915
Max |F| in eV/A: 1.44